1.
An isolated ion of composition C4H7N2O and charge +1 at a distorted geometry. Source: the OMol25 dataset; level of theory: the ωB97M-V functional and the def2-TZVPD basis.

XYZ file:
```
14
Properties=species:S:1:pos:R:3:nbo_charge:R:1
C 2.172 0.504 0.222 0.074
N 1.038 0.936 0.067 -0.497
C 0.014 -0.260 -0.861 0.440
N -0.319 -1.153 0.136 -0.587
C -1.538 -0.629 0.681 -0.119
C -2.056 0.083 -0.319 0.083
O -1.152 0.554 -1.125 -0.412
H 2.340 -0.476 -0.089 0.196
H 2.887 1.256 0.613 0.232
H 0.610 1.875 0.127 0.444
H 0.559 -0.451 -1.737 0.229
H 0.278 -1.644 0.701 0.420
H -1.866 -1.178 1.544 0.251
H -2.966 0.583 0.040 0.246
```

As for the spin multiplicity: 1. The total energy is -9278.70151 eV. As for the molar mass: 99.11 g/mol. The value obtained for the energy above the lowest of the compared OMol25 structures with the same formula, charge and spin is 4.089 eV. As for the charge: +1. For the HOMO energy, the calculation gives -12.850 eV. Its SMILES is C=[NH+][C@H]1NC=CO1. As for the LUMO energy: -4.29 eV.

2.
A 2-piece molecular cluster, C5H10O2 overall at a distorted geometry. Source: the OMol25 dataset; level of theory: the ωB97M-V functional and the def2-TZVPD basis.

XYZ file:
```
17
Properties=species:S:1:pos:R:3:nbo_charge:R:1
C 0.453 -2.007 -1.940 -0.378
C 1.031 -1.076 -1.184 -0.224
C 0.423 -0.444 -0.004 0.263
O 1.157 0.602 0.495 -0.734
C -0.690 -0.894 0.568 -0.253
C -1.351 -0.216 1.730 -0.648
H -0.619 -2.132 -1.889 0.189
H 0.977 -2.708 -2.572 0.200
H 2.083 -0.806 -1.304 0.209
H 0.678 1.453 0.427 0.513
H -1.039 -1.907 0.436 0.209
H -2.428 -0.145 1.576 0.212
H -1.190 -0.812 2.644 0.218
H -0.951 0.751 2.046 0.207
O -0.541 2.842 0.059 -0.956
H -0.498 3.737 -0.288 0.488
H -1.362 2.761 0.555 0.486
```

As for the spin multiplicity: 1. The total energy is -9440.60699 eV. As for the molar mass: 102.13 g/mol. The value obtained for the energy above the lowest of the compared OMol25 structures with the same formula, charge and spin is 2.436 eV. For the HOMO energy, the calculation gives -8.181 eV. Its SMILES is C=C/C(O)=C/C.O. As for the LUMO energy: 0.43 eV.

3.
A 3-piece molecular cluster, C2H3O3 overall at a distorted geometry. Source: the OMol25 dataset; level of theory: the ωB97M-V functional and the def2-TZVPD basis.

XYZ file:
```
8
Properties=species:S:1:pos:R:3:nbo_charge:R:1
C 0.496 -1.090 0.062 0.263
C 0.224 1.845 0.286 0.975
O -0.760 2.152 0.817 -0.438
O 1.238 -0.299 -0.528 -0.083
O 1.243 1.891 -0.264 -0.440
H -0.715 -1.326 -0.147 0.230
H 0.789 -2.146 0.135 0.299
H -2.515 -1.029 -0.362 0.194
```

As for the spin multiplicity: 1. The total energy is -8249.94346 eV. As for the molar mass: 75.04 g/mol. The value obtained for the energy above the lowest of the compared OMol25 structures with the same formula, charge and spin is 6.330 eV. As for the charge: +1. For the HOMO energy (alpha / beta), the calculation gives -16.724 / -17.256 eV. As for the LUMO energy (alpha / beta): -10.35 / -7.98 eV.

Q: Among the records above, which one has the lowest total energy?
A: C5H10O2